Run P
# C3H3NO2

A single C3H3NO2 molecule (the ωB97M-V functional and the def2-TZVPD basis, OMol25).

Output
Kohn-Sham gap, eV: 9.97
Lowest unoccupied orbital energy, eV: 0.47
HOMO energy, eV: -9.504

ORCA input file:
```
! RIJCOSX wB97M-V def2-TZVPD def2/J DEFGRID3
* xyz 0 1
H -1.79427 -0.23729 -0.00559
N -0.80332 -0.08686 0.09343
O 1.11253 0.94756 0.44413
C 1.51562 -0.28153 0.10963
C -0.30085 1.10469 0.51280
H 0.73450 -0.63877 -1.33699
O -0.83195 2.11289 0.87097
H 0.10062 -1.99772 -0.35356
C 0.26711 -0.92297 -0.33482
*
```

Run Q
# C3H3NO2

A molecular structure, C3H3NO2 (the ωB97M-V functional and the def2-TZVPD basis, OMol25).

Output
Kohn-Sham gap, eV: 11.00
Lowest unoccupied orbital energy, eV: 0.36
HOMO energy, eV: -10.646

ORCA input file:
```
! RIJCOSX wB97M-V def2-TZVPD def2/J DEFGRID3
* xyz 0 1
N 0.84825 0.31709 -1.02133
H -1.78641 1.04918 0.67046
O 1.73343 1.11680 -1.21727
O 0.46706 -0.41211 -1.92535
C -1.18428 0.19652 0.49610
H -0.64242 -2.16858 0.75268
C -0.68861 -0.99130 0.64871
H 0.98607 0.77315 1.30801
C 0.26692 0.11924 0.28798
*
```

Run R
# C3H3NO2

A single C3H3NO2 molecule (the ωB97M-V functional and the def2-TZVPD basis, OMol25).

Output
Kohn-Sham gap, eV: 12.36
Lowest unoccupied orbital energy, eV: 0.70
HOMO energy, eV: -11.660
SMILES string: N#C[C@]1(O)CO1

ORCA input file:
```
! RIJCOSX wB97M-V def2-TZVPD def2/J DEFGRID3
* xyz 0 1
N 2.48319 -0.61661 0.79166
H -1.20280 1.13885 -1.14819
C -0.47479 1.08348 -0.34051
H -0.91410 -1.89013 0.07160
C 1.37726 -0.44307 0.50586
O -0.89001 0.42039 0.86795
O -0.52307 -1.35135 -0.62416
C -0.01315 -0.24878 0.03625
H 0.18369 1.92866 -0.16757
*
```

Run S
# C3H3NO2

A molecular structure, C3H3NO2 (the ωB97M-V functional and the def2-TZVPD basis, OMol25).

Output
Kohn-Sham gap (spin up / spin down), eV: 8.78 / 8.79
Lowest unoccupied orbital energy (spin up / spin down), eV: -0.59 / -0.59
HOMO energy (spin up / spin down), eV: -9.373 / -9.375

ORCA input file:
```
! RIJCOSX wB97M-V def2-TZVPD def2/J DEFGRID3
* xyz 0 1
C 0.50847 0.26072 -1.23942
H 0.20029 -1.17407 1.63434
C -1.05724 0.04101 -0.77328
H 0.24640 0.66583 2.02043
O 1.31576 0.02189 0.40800
O 1.13956 0.42430 -2.18034
H -0.94331 0.02319 0.37841
N -1.90854 -0.10375 -1.58930
C 0.49861 -0.15912 1.34116
*
```

Energies relative to the most stable structure, in kcal/mol: run P 10.3; run Q 112.2; run R 0.0; run S 54.8.

Run P
# C3H3NO2

A single C3H3NO2 molecule (the ωB97M-V functional and the def2-TZVPD basis, OMol25).

Output
Kohn-Sham gap, eV: 11.02
Lowest unoccupied orbital energy, eV: 0.31
HOMO energy, eV: -10.715
SMILES string: N#C[C@@H](O)C=O

ORCA input file:
```
! RIJCOSX wB97M-V def2-TZVPD def2/J DEFGRID3
* xyz 0 1
H 0.95217 1.76968 0.64786
O 2.01007 0.84316 -0.73011
C 1.13507 0.82955 0.09055
H 0.07839 -0.55721 1.31189
C -0.01697 -0.25458 0.12652
H -0.43012 -2.03134 -0.40187
O 0.21490 -1.36376 -0.62656
C -1.41810 0.24392 -0.13560
N -2.52539 0.52058 -0.28268
*
```

Run Q
# C3H3NO2

A molecular structure, C3H3NO2 (the ωB97M-V functional and the def2-TZVPD basis, OMol25).

Output
Kohn-Sham gap, eV: 9.02
Lowest unoccupied orbital energy, eV: 0.10
HOMO energy, eV: -8.925

ORCA input file:
```
! RIJCOSX wB97M-V def2-TZVPD def2/J DEFGRID3
* xyz 0 1
N 0.38399 -1.01515 -0.46009
C 1.40221 -0.17310 -0.74711
H -0.16325 1.59725 0.69754
H -1.47175 -1.71235 0.23342
O -2.09340 1.21787 1.22605
H 1.16326 0.32108 -1.70344
C -1.04588 0.86780 0.83607
C -0.65376 -1.01418 0.14418
O 2.47858 -0.08922 -0.22662
*
```

Run R
# C3H3NO2

A single C3H3NO2 molecule (the ωB97M-V functional and the def2-TZVPD basis, OMol25).

Output
Kohn-Sham gap, eV: 10.71
Lowest unoccupied orbital energy, eV: 0.53
HOMO energy, eV: -10.181
SMILES string: Cn1c(=O)c1=O

ORCA input file:
```
! RIJCOSX wB97M-V def2-TZVPD def2/J DEFGRID3
* xyz 0 1
C -1.07177 -1.21210 -0.07258
O -1.32955 -2.29113 -0.42215
O -1.61991 1.00020 1.19719
C 1.10553 0.47571 -0.28563
N -0.09065 -0.23667 -0.07946
C -1.23607 0.06865 0.61225
H 1.15429 1.31506 0.56224
H 1.03163 0.99201 -1.19516
H 2.05650 -0.11173 -0.31671
*
```

Energies relative to the most stable structure, in kcal/mol: run P 0.0; run Q 29.8; run R 6.1.

Run P
# H2NO2S

A molecular structure, H2NO2S (the ωB97M-V functional and the def2-TZVPD basis, OMol25).

Output
Kohn-Sham gap (spin up / spin down), eV: 8.42 / 8.42
Lowest unoccupied orbital energy (spin up / spin down), eV: 3.96 / 3.96
HOMO energy (spin up / spin down), eV: -4.461 / -4.462

ORCA input file:
```
! RIJCOSX wB97M-V def2-TZVPD def2/J DEFGRID3
* xyz -1 1
S 0.06932 -0.29522 -0.19554
O -0.85813 1.05799 -1.46167
O 0.71662 -1.45106 -0.77697
H -1.34994 -1.13371 0.37850
H 0.50450 1.38412 1.10193
N 0.91763 0.43787 0.95375
*
```

Run Q
# H2NO2S

A gas-phase ion, H2NO2S (charge -1) (the ωB97M-V functional and the def2-TZVPD basis, OMol25).

Output
Kohn-Sham gap, eV: 7.61
Lowest unoccupied orbital energy, eV: 4.20
HOMO energy, eV: -3.406

ORCA input file:
```
! RIJCOSX wB97M-V def2-TZVPD def2/J DEFGRID3
* xyz -1 1
O 0.28587 -2.87709 0.82347
N 0.00768 -0.32585 -0.05551
H 0.57061 0.46581 0.26811
S 1.06407 -1.67704 0.41184
O 1.82374 -0.51311 1.75305
H -0.19360 -0.31870 -1.06890
*
```

Energies relative to the most stable structure, in kcal/mol: run P 62.4; run Q 0.0.